# 1
Formula: C5H13NO3
Source: the OMol25 dataset
Level of theory: ωB97M-V with the def2-TZVPD basis set

Atoms and positions in Å:
O: 1.5144 -0.8598 1.0312
O: 1.7230 0.7816 -0.3988
O: 1.4166 1.4363 -1.6072
N: -1.2421 0.5705 -0.9478
C: -0.4884 1.3174 1.3088
C: 0.8459 -1.3673 -1.1846
C: -0.5797 0.1702 0.2867
C: -1.3713 -0.9918 0.8925
C: 0.8616 -0.3195 -0.0739
H: 0.1527 2.1129 0.9338
H: -1.4818 1.7269 1.4863
H: -2.2765 -0.6147 1.3627
H: 1.8325 -0.1278 1.5719
H: -1.6541 -1.6917 0.1119
H: -0.0936 0.9587 2.2568
H: 0.1978 -1.0375 -1.9904
H: -2.1916 0.8636 -0.7446
H: -0.7728 -1.5067 1.6381
H: 2.0251 1.0487 -2.2532
H: -0.7543 1.3549 -1.3674
H: 0.4760 -2.2983 -0.7710
H: 1.8606 -1.5267 -1.5417

Cartesian forces (eV/Å) of the 2 atoms listed first:
0.1056 -0.0382 0.0758
0.8481 0.1404 0.3890

For the HOMO energy, the calculation gives -9.245 eV. The value obtained for the total energy is -478.6968 a.u. For the largest force on an atom, the calculation gives 1.1 eV/Å. For the LUMO energy, the calculation gives 0.82 eV.

# 2
Formula: C5H13NO3
Source: the OMol25 dataset
Level of theory: ωB97M-V with the def2-TZVPD basis set

Atoms and positions in Å:
O: 1.7312 0.1656 -1.2736
O: 0.1625 -1.6671 -0.4699
O: 0.3960 -2.2391 1.7358
N: -0.3507 0.7998 -1.8466
C: -1.7629 -1.6025 0.9037
C: 0.1209 0.1729 1.3457
C: -0.2500 -1.4335 0.8012
C: 0.8825 1.0703 -1.3657
C: 1.1995 2.5130 -1.0936
H: 1.0975 3.0820 -2.0112
H: 0.5663 -3.1027 1.3428
H: -0.6569 -0.1643 -1.7647
H: 0.5173 2.9299 -0.3591
H: -1.0571 1.5163 -1.8462
H: 2.2294 2.6100 -0.7284
H: -2.2574 -0.9584 0.1809
H: -0.1266 0.0675 2.3981
H: 1.1948 0.3338 1.2686
H: 1.0282 -1.0550 -0.7703
H: -2.1075 -1.3568 1.9037
H: -2.0246 -2.6386 0.6827
H: -0.5324 0.9568 0.9659

Cartesian forces (eV/Å) of the 2 atoms listed first:
-0.2449 0.9013 0.3245
2.0375 0.7526 -1.6214

For the HOMO energy, the calculation gives -9.392 eV. The value obtained for the total energy is -478.7923 a.u. For the largest force on an atom, the calculation gives 3.8 eV/Å. For the LUMO energy, the calculation gives 0.67 eV.

# 3
Formula: C5H13NO3
Source: the OMol25 dataset
Level of theory: ωB97M-V with the def2-TZVPD basis set

Atoms and positions in Å:
O: 4.3435 -1.0325 -0.8461
O: -3.4349 -0.5663 0.9590
O: -2.9954 0.2402 -1.0812
N: 1.4478 -0.1875 1.3966
C: 2.0067 1.5377 -0.3286
C: -1.1725 -0.6455 0.1142
C: 1.1819 0.3096 0.0460
C: -0.3075 0.6039 -0.0915
C: -2.6392 -0.3426 0.0871
H: -0.9021 -1.1261 1.0487
H: 1.0987 0.4764 2.0847
H: 1.4100 -0.5076 -0.6500
H: 3.0790 1.3552 -0.2486
H: -0.5936 1.3639 0.6455
H: 3.5127 -0.9899 -0.3659
H: 1.7972 1.8487 -1.3535
H: -3.9475 0.4217 -1.0515
H: 1.7796 2.3656 0.3494
H: 2.4430 -0.2800 1.5838
H: -0.4907 1.0305 -1.0755
H: -0.9532 -1.3631 -0.6793
H: 4.1642 -1.4935 -1.6691

Cartesian forces (eV/Å) of the 2 atoms listed first:
0.2504 0.1235 0.1120
0.0273 0.0131 0.0107

For the HOMO energy, the calculation gives -9.711 eV. The value obtained for the total energy is -478.8104 a.u. For the largest force on an atom, the calculation gives 0.4 eV/Å. For the LUMO energy, the calculation gives 0.69 eV.

# 4
Formula: C5H13NO6S
Source: the OMol25 dataset
Level of theory: ωB97M-V with the def2-TZVPD basis set

Atoms and positions in Å:
S: 2.1010 -0.2452 -0.1672
O: -0.3920 -2.0847 -1.1748
O: 0.7303 1.9876 1.1900
O: 2.0750 -0.5173 1.3927
O: -0.0308 -2.1651 1.1000
O: 3.1486 0.6840 -0.4402
O: 2.1711 -1.5291 -0.8386
N: -0.6202 -0.1409 0.1340
C: -0.7937 -1.5804 0.0329
C: -2.2793 -1.8928 0.2271
C: 0.5540 1.9579 -0.2123
C: 0.4316 0.4854 -0.5739
C: -0.6751 2.7580 -0.6444
H: -2.4347 -2.9658 0.1676
H: 1.3919 -1.1934 1.5688
H: -2.8394 -1.4063 -0.5634
H: -1.5633 2.3342 -0.1850
H: 0.5912 -2.0153 -1.2429
H: 1.4537 2.3352 -0.7154
H: -0.7813 2.7232 -1.7238
H: 0.1009 -3.1007 0.9038
H: -0.6176 0.1500 1.1060
H: 1.1279 2.8249 1.4462
H: -2.6058 -1.5248 1.1939
H: -0.5731 3.7948 -0.3329
H: 0.3291 0.3267 -1.6481

Cartesian forces (eV/Å) of the 2 atoms listed first:
0.2997 -0.3588 -0.0828
0.1120 -0.1139 -0.3585

For the HOMO energy, the calculation gives -9.778 eV. The value obtained for the total energy is -1102.7158 a.u. For the largest force on an atom, the calculation gives 1.0 eV/Å. For the LUMO energy, the calculation gives 0.57 eV.

# 5
Formula: C5H13NOS
Source: the OMol25 dataset
Level of theory: ωB97M-V with the def2-TZVPD basis set

Atoms and positions in Å:
S: 2.0385 -1.5188 1.5441
O: -1.2450 1.3745 1.7792
N: -0.4081 -0.6547 -0.7471
C: 0.5818 -0.2823 1.4814
C: -1.9763 0.3325 1.0375
C: 1.4147 0.3325 -2.2103
C: -0.6520 -0.6386 0.6814
C: -0.1135 0.4608 -1.6045
H: 0.1752 -1.4460 -0.9691
H: 1.9935 0.3830 -1.2944
H: 1.7815 1.1001 -2.8517
H: 1.0412 0.7157 1.3962
H: -0.2487 1.3910 -1.0045
H: 1.4085 -0.7202 -2.6109
H: -2.7421 -0.1891 1.6266
H: -0.8657 -1.6869 0.8628
H: -2.4357 0.8473 0.2060
H: -1.7333 1.8146 2.5274
H: 0.2605 -0.1989 2.5558
H: -0.5282 0.3618 -2.6127
H: 2.2531 -1.7781 0.2067

Cartesian forces (eV/Å) of the 2 atoms listed first:
-1.1998 0.3920 -0.8555
-1.7015 0.7255 1.1625

For the HOMO energy, the calculation gives -8.268 eV. The value obtained for the total energy is -726.3984 a.u. For the largest force on an atom, the calculation gives 3.6 eV/Å. For the LUMO energy, the calculation gives 0.67 eV.

# 6
Formula: C5H13NP
Source: the OMol25 dataset
Level of theory: ωB97M-V with the def2-TZVPD basis set

Atoms and positions in Å:
P: 2.4205 1.3228 0.0462
N: 1.4503 -0.2142 0.0472
C: -1.8790 0.9143 0.1370
C: -0.7070 0.8447 -0.9066
C: 2.2294 -1.4227 0.4072
C: 0.0469 -0.3225 -0.5536
C: -2.7855 -0.2465 0.0958
H: 3.0353 1.3003 1.5189
H: -2.2807 -1.2130 -0.0041
H: -1.3842 1.0193 1.2268
H: -3.4011 -0.0445 0.9324
H: 2.9190 -1.6792 -0.4359
H: 3.5191 0.5473 -0.2234
H: -0.1304 1.7544 -0.7969
H: -3.3855 -0.0547 -0.7705
H: 2.6600 -1.3504 1.3697
H: -1.0890 0.7741 -1.8413
H: -2.4519 1.7809 -0.1221
H: -0.2873 -1.3830 -0.6263
H: 1.5011 -2.3277 0.4996

Cartesian forces (eV/Å) of the 2 atoms listed first:
0.1473 -0.0099 2.2128
-5.5948 -0.3906 -2.1995

For the HOMO energy, the calculation gives -14.635 eV. The value obtained for the total energy is -594.0515 a.u. For the largest force on an atom, the calculation gives 8.1 eV/Å. Its net charge is +1. For the LUMO energy, the calculation gives -5.45 eV.